1.
ORCA calculation (ωB97M-V with the def2-TZVPD basis set) on an isolated molecule of H4N2S2 in a non-equilibrium geometry.

Calculated values
* lowest unoccupied orbital energy (alpha / beta): -0.03639 / -0.05179 hartree
* max |F|: 5.1 eV Å⁻¹
* E: -24710.6994 eV
* highest occupied orbital energy (alpha / beta): -8.56 / -8.12 eV
* ΔE to the lowest compared entry with this formula, charge and spin: 392.9 kJ/mol
* charge: 0

```
8
H4N2S2 ωB97M-V with the def2-TZVPD basis set
N 0.77565 -0.41051 2.05196
N -0.06955 -0.12320 -1.67701
S 0.66937 -0.34064 0.01908
S -1.08275 0.93877 -2.12771
H -0.14744 -0.27485 2.28976
H 1.29077 -1.31665 2.33049
H 0.43900 1.06783 0.37140
H -1.87505 0.45925 -3.25797
```

***

2.
ORCA calculation (ωB97M-V with the def2-TZVPD basis set) on a structure of composition H4N3O3S in a non-equilibrium geometry.

Calculated values
* lowest unoccupied orbital energy (alpha / beta): 0.14808 / 0.12979 hartree
* max |F|: 3.7 eV Å⁻¹
* E: -21510.6586 eV
* highest occupied orbital energy (alpha / beta): -5.06 / -3.63 eV
* ΔE to the lowest compared entry with this formula, charge and spin: 271.6 kJ/mol
* charge: -1

```
11
H4N3O3S ωB97M-V with the def2-TZVPD basis set
N 1.90543 1.30789 -0.40588
N 0.20748 -1.62555 -0.03612
N 0.00673 -0.52381 -0.71789
O -1.22037 1.66277 -0.22478
O -1.14132 -0.12520 1.44873
O -2.36385 -0.46245 -0.59296
S -1.24863 0.24931 0.03644
H 1.30710 2.05890 -0.67063
H 1.86060 1.34814 0.58056
H -0.17530 -1.49621 0.83051
H 0.86213 -2.39380 -0.24797
```